Entry 1
This record from the Open Molecules 2025 dataset describes 15 unconnected molecules or ions with the total composition C60H165N15O15. The level of theory is wB97M-V/def2-TZVPD.

Structure (XYZ):
```
255
Properties=species:S:1:pos:R:3:lowdin_charge:R:1
O 8.4648 1.8426 1.8857 -0.20
O -7.6609 1.2675 2.4021 -0.21
O -2.6147 -6.9359 0.0164 -0.18
O -2.2426 3.1969 0.3563 -0.18
O 3.9607 7.3998 3.9669 -0.18
O -4.9928 -2.4817 -1.8330 -0.25
O 2.1175 -3.8050 4.3866 -0.18
O 5.2663 -0.3220 -2.4328 -0.17
O -5.8180 0.9776 -2.9469 -0.20
O 1.4140 -6.9046 -3.4745 -0.17
O -0.0235 4.1869 3.7740 -0.22
O 1.4262 3.5316 -2.3940 -0.21
O 5.0458 -1.4690 1.9104 -0.18
O 1.5047 -3.4994 -6.9137 -0.18
O 1.1214 0.8228 0.1654 -0.20
N 2.5072 5.0575 2.5756 0.06
N 3.4977 -4.4050 -1.8099 0.04
N 1.7039 0.6499 -2.8578 0.07
N 3.5026 4.9154 -3.5903 0.05
N -6.3063 -2.1708 2.0038 0.04
N -7.4335 -1.6218 -1.0435 0.06
N -0.7554 -2.3189 0.5511 0.05
N -8.1739 -0.0211 -3.6776 0.04
N -0.3850 0.7821 5.1636 0.04
N -3.6940 -3.4493 0.7339 0.06
N 8.4555 -1.0046 3.2316 0.05
N -0.0758 -1.6040 -4.2142 0.06
N -4.2489 6.3128 1.0093 0.04
N -0.9754 -1.9774 3.6568 0.04
N 6.9600 3.0176 -1.2277 0.05
C 5.6927 1.9142 0.5381 -0.05
C 0.9329 -2.4099 -6.2516 -0.23
C -4.5760 1.4743 -2.4741 -0.08
C 2.3926 -5.9105 -3.3131 -0.22
C 2.7215 7.4426 3.3270 -0.24
C 6.1706 -0.8028 2.4781 -0.19
C -7.2737 -3.0433 -1.4020 -0.43
C -6.2120 -0.7348 2.3724 -0.42
C 2.6863 6.4700 2.1544 -0.41
C 1.4763 -3.3451 -8.3093 -0.11
C 3.4340 -3.6760 3.9496 -0.13
C 7.0612 -2.9918 3.2940 -0.07
C 3.6131 4.3773 -2.2162 -0.43
C 3.0153 0.0555 -3.2221 -0.41
C 4.0046 0.1673 -2.0706 -0.21
C -1.8068 -7.5166 -1.0024 -0.10
C 9.8070 2.0760 2.2109 -0.12
C 3.9974 8.1487 5.1606 -0.11
C 0.3665 2.0122 4.8901 -0.41
C -0.7683 -4.4302 3.6730 -0.05
C 2.2329 4.3477 -1.5882 -0.22
C -0.2706 -3.9951 -4.6894 -0.04
C -9.4499 1.9731 -3.0613 -0.07
C 1.6699 1.7171 4.1788 -0.05
C -5.0312 -5.5165 0.5734 -0.05
C -8.5972 -3.6316 -1.8522 -0.06
C 3.4933 0.6848 -4.5070 -0.03
C -0.3506 5.1150 4.7921 -0.08
C 4.0997 -0.5651 1.3943 -0.15
C -1.5270 2.9887 1.5547 -0.12
C 1.2814 -7.3069 -4.7917 -0.13
C -6.0975 -3.1846 -2.3722 -0.21
C 4.5295 5.2656 -1.4028 -0.08
C 0.1320 3.3267 -1.8413 -0.07
C -0.5520 2.9029 4.0619 -0.23
C -7.5862 -0.1261 2.1532 -0.22
C -2.5941 -5.5203 -0.0811 -0.21
C -3.9287 -2.4138 -2.7993 -0.06
C 0.6230 -2.7686 -4.8114 -0.43
C 2.3870 -5.3524 -1.9209 -0.42
C -6.9315 1.7026 -2.4916 -0.22
C 1.1048 -4.6375 -1.5405 -0.06
C 7.3667 -1.7166 2.4987 -0.41
C -3.6563 -4.9141 0.8312 -0.43
C -1.7008 -0.1851 -0.1655 -0.03
C 1.5675 6.7856 1.1756 -0.06
C 6.9515 2.6922 0.2088 -0.41
C -8.0863 1.4196 -3.4228 -0.45
C -2.7364 4.5149 0.2537 -0.21
C 5.3865 -1.7045 -2.3699 -0.12
C -7.6566 1.5834 3.7993 -0.10
C -3.8141 4.9149 1.2610 -0.43
C -0.4412 -1.0152 -0.0072 -0.40
C -5.0411 -0.0806 1.6526 -0.05
C -0.2068 -3.1138 4.1588 -0.44
C 0.5787 -0.2698 0.8648 -0.20
C 1.2388 -2.8539 3.7988 -0.20
C 8.2405 1.9412 0.5142 -0.22
C -4.9951 3.9499 1.1593 -0.05
C 2.1547 1.4764 0.8604 -0.10
H 0.5969 6.9454 1.6545 0.08
H 5.5187 -2.0996 -1.3492 0.08
H -0.6197 2.3958 3.0909 0.07
H 10.0264 3.1550 2.1151 0.10
H -5.8069 4.2162 1.8436 0.08
H -4.3269 -2.4250 -3.8157 0.09
H 2.3068 3.9568 -0.5592 0.11
H 1.5789 -4.3156 -8.8016 0.09
H 5.5902 1.0719 -0.1478 0.07
H 4.8322 2.5832 0.5027 0.08
H 2.8139 4.3826 -4.1197 0.07
H 1.4940 0.4491 -1.8709 0.05
H 3.5595 1.7749 -4.4149 0.07
H -0.8632 -4.4492 2.5807 0.06
H 9.0304 2.5221 0.0122 0.12
H -2.1282 3.0511 2.4707 0.08
H 4.0701 6.2457 -1.2172 0.08
H -5.3768 -2.5769 1.8686 0.02
H -8.3924 0.9569 4.3133 0.09
H 0.2137 -4.8581 -5.1445 0.04
H 4.4886 -2.1901 -2.7682 0.06
H -2.0221 0.2425 0.7929 0.07
H -6.7846 2.7898 -2.4614 0.13
H 7.0065 3.6432 0.7651 0.14
H 1.8455 5.3726 -1.5064 0.12
H -5.4838 3.9692 0.1800 0.08
H -9.4211 3.0413 -2.8478 0.08
H -0.9981 -2.2105 1.5567 0.05
H -2.7509 -3.0679 0.5570 0.03
H -5.0088 0.9989 1.8969 0.05
H 1.0066 -3.6581 -2.0458 0.07
H 1.7986 1.6591 -2.9664 0.05
H -4.7092 2.9164 1.3598 0.05
H 2.5559 8.4281 2.8446 0.13
H -4.3838 2.4691 -2.8864 0.09
H 5.9058 -0.5236 3.5071 0.15
H -1.5314 0.6815 -0.8122 0.08
H 5.4917 5.5948 -1.8044 0.08
H -0.6846 3.6930 1.5858 0.11
H 1.0985 -4.3150 -0.4997 0.06
H -5.0370 -6.5740 0.8201 0.08
H 0.0609 -1.9941 -6.7692 0.12
H -6.3756 -2.7393 -3.3377 0.12
H 1.0013 -6.4871 -5.4634 0.07
H -0.4921 -4.2015 -3.6380 0.06
H 0.6113 -0.8600 -4.0266 0.03
H -1.9740 -2.1593 3.7828 0.09
H 2.2645 -2.6960 -8.7020 0.09
H -6.6483 1.4118 4.1884 0.08
H 2.8982 0.7592 1.2033 0.02
H 5.7340 1.5410 1.5635 0.07
H 0.5361 -8.0959 -4.8630 0.09
H -4.4939 1.4542 -1.3896 0.08
H -1.7719 -4.6373 4.0513 0.08
H -3.4115 4.8341 2.2737 0.13
H -3.8675 0.8039 -2.9620 0.08
H -6.6502 -2.1530 1.0341 0.03
H 2.2096 2.6404 3.9719 0.07
H -6.0762 -0.6990 3.4659 0.12
H 8.2545 0.9899 -0.0354 0.14
H 3.6321 -0.3957 -1.2022 0.11
H 3.8931 -2.6923 4.1216 0.08
H -7.2616 -0.3939 -3.9211 0.07
H -8.0283 -1.1611 -1.7351 0.05
H 1.7766 7.6596 0.5518 0.09
H 4.5428 -0.0818 0.5208 0.05
H 5.0270 8.1546 5.5117 0.09
H 3.2798 7.7538 5.8886 0.09
H 7.8631 -3.7211 3.1412 0.07
H 4.3789 -4.8532 -2.0588 0.08
H 0.2187 -5.1801 -1.8763 0.06
H -2.5854 -0.7198 -0.5169 0.06
H 6.2422 -2.0750 -2.9331 0.09
H 3.4996 -3.8251 2.8589 0.09
H -3.1860 4.6353 -0.7360 0.13
H 7.7011 -2.0657 1.5151 0.14
H 1.5388 1.0318 3.3401 0.05
H 10.5169 1.5687 1.5529 0.09
H 6.3714 0.0901 1.8641 0.08
H -6.9818 -3.6487 -0.5300 0.11
H 0.1585 0.0207 1.8350 0.11
H -1.1477 1.9661 1.5676 0.07
H 10.0191 1.8677 3.2573 0.09
H 2.6027 2.1765 0.1517 0.07
H 4.4942 0.3258 -4.7544 0.08
H 8.5543 -0.1069 2.7314 0.04
H 0.4794 -2.9958 -8.6103 0.09
H -0.8540 -1.1006 4.1692 0.03
H 1.6329 -1.5588 -6.1808 0.12
H 0.2619 4.9587 5.6860 0.09
H 4.0459 3.3645 -2.2786 0.12
H -0.5535 3.1070 -2.6540 0.10
H 1.3756 -1.0155 1.0388 0.10
H -9.3903 -3.4123 -1.1362 0.08
H -8.9278 -3.2448 -2.8198 0.08
H -1.6907 -8.5771 -0.7397 0.09
H -0.2490 -3.2224 5.2590 0.14
H -2.3499 -7.4669 -1.9524 0.09
H -1.2200 -3.7648 -5.1692 0.09
H 3.8370 0.1641 2.1716 0.10
H -1.4169 5.1186 5.0358 0.09
H -1.5871 2.9593 4.4140 0.13
H -1.1670 0.9880 5.7827 0.09
H 2.8367 0.4665 -5.3492 0.07
H -3.3162 -1.5348 -2.6389 0.07
H 9.3453 -1.4302 2.9579 0.08
H -9.8396 1.4542 -2.1728 0.08
H -5.1352 -0.1961 0.5742 0.07
H -5.3920 -5.3578 -0.4460 0.07
H 1.5223 4.8593 2.7711 0.03
H 0.6505 2.5084 5.8309 0.14
H -1.9127 5.2459 0.3239 0.12
H 2.8043 -1.0125 -3.3658 0.11
H -3.4374 -5.1456 1.8770 0.12
H -8.3543 -0.6753 2.7130 0.12
H 1.7852 2.1287 1.6573 0.08
H -7.2275 1.3662 -1.4840 0.13
H 4.0860 1.1999 -1.7225 0.11
H 2.4798 -6.1246 -1.1397 0.14
H 4.7201 4.8273 -0.4175 0.07
H -4.2354 -3.1972 -0.1103 0.05
H 0.2184 0.1701 5.7146 0.08
H 1.4458 -2.7877 2.7225 0.11
H 3.0090 4.9611 3.4590 0.07
H -4.0712 -0.3854 2.0472 0.07
H 6.1398 3.5523 -1.4916 0.02
H 3.6763 -4.0252 -0.8843 0.08
H 7.7238 3.6680 -1.4110 0.08
H -7.9273 2.6332 3.8786 0.08
H 1.5654 -2.9013 -4.2556 0.11
H -7.8859 -0.2630 1.1083 0.10
H 7.0073 -2.7816 4.3618 0.08
H 6.1610 -3.5138 2.9623 0.06
H 2.3643 1.1943 4.8541 0.09
H 0.2286 2.4383 -1.2080 0.07
H 0.0695 -1.1116 -0.9648 0.12
H -7.8862 1.9099 -4.3952 0.14
H 3.1746 -1.0856 1.1569 0.08
H 2.2907 -5.0549 -4.0018 0.12
H 1.5101 -1.8864 4.2689 0.13
H -5.8713 -4.2467 -2.5450 0.13
H -0.7709 -7.1583 -1.0483 0.07
H -8.7848 -0.1964 -4.4672 0.08
H 2.2082 -7.7390 -5.2000 0.09
H 3.7577 9.2116 4.9905 0.09
H -0.1355 -5.2695 3.9635 0.08
H -1.5799 -5.1710 0.1421 0.10
H -0.4067 -1.8626 -3.2906 0.05
H 1.4569 5.9531 0.4810 0.04
H -5.0447 6.2722 0.3787 0.07
H 3.6580 6.5657 1.6562 0.13
H 4.0259 -4.4578 4.4181 0.09
H -0.1293 6.1199 4.4262 0.08
H -0.2216 4.1369 -1.2040 0.08
H 0.1333 -2.8231 0.6324 0.05
H 1.8744 7.3010 4.0133 0.12
H 4.3866 4.7352 -4.0642 0.07
H -10.2238 1.7517 -3.7979 0.07
H -5.7198 -4.9923 1.2441 0.07
H -4.6320 6.6382 1.8928 0.07
H -2.8726 -5.1807 -1.0939 0.12
H -6.4997 -1.2419 -1.2090 0.05
H -8.5347 -4.7243 -1.8591 0.08
H -3.3629 -3.3363 -2.6571 0.08
H 3.3694 -6.3628 -3.5614 0.13
```

Computed properties:
LUMO level: 0.007 Ha
E_HOMO: -8.26 eV

***

Entry 2
This record from the Open Molecules 2025 dataset describes 15 unconnected molecules or ions with the total composition C60H165N15O15. The level of theory is wB97M-V/def2-TZVPD.

Structure (XYZ):
```
255
Properties=species:S:1:pos:R:3:lowdin_charge:R:1
O 12.8445 -30.0944 20.6966 -0.19
O 27.6605 -32.6578 6.9395 -0.20
O 13.7009 -22.5981 10.4864 -0.21
O 15.8423 -19.4917 27.1376 -0.19
O 14.4935 -30.8929 11.3166 -0.18
O 10.4391 -25.2878 28.3068 -0.21
O 19.5507 -27.5631 28.4236 -0.22
O 24.5389 -20.6157 25.8264 -0.19
O 19.9430 -26.6255 19.1914 -0.19
O 10.4367 -21.3096 19.7673 -0.23
O 30.8157 -25.8452 13.5472 -0.20
O 20.5986 -38.6330 22.3368 -0.17
O 24.6152 -22.4729 13.6536 -0.19
O 16.3224 -36.7156 16.3854 -0.21
O 32.2855 -31.4099 16.4342 -0.19
N 21.8539 -36.4721 23.9234 0.02
N 20.1228 -27.7368 16.0787 0.03
N 24.5010 -18.6756 23.5126 0.03
N 19.4288 -30.6876 26.5673 0.01
N 15.0827 -18.6594 24.4303 0.03
N 28.2218 -25.9053 12.2814 0.04
N 12.6617 -19.9865 18.8321 0.02
N 17.7558 -37.3230 12.9816 0.01
N 12.0099 -23.6663 26.5251 0.03
N 15.1391 -29.3615 19.1732 0.03
N 12.8907 -25.1880 11.1917 0.02
N 25.2604 -30.4777 8.6269 0.01
N 22.6720 -24.3816 12.1340 0.03
N 29.4699 -30.7991 15.6026 0.03
N 17.6675 -32.4157 10.2847 0.02
C 31.3845 -32.4193 15.9285 -0.17
C 9.6230 -21.2955 20.9650 -0.07
C 16.8762 -31.5042 11.0610 -0.45
C 16.5342 -37.9985 17.0192 -0.09
C 11.7140 -25.1063 26.2280 -0.38
C 23.1920 -22.4549 13.6472 -0.19
C 27.8706 -33.0605 5.5888 -0.11
C 29.9441 -31.9217 16.3067 -0.45
C 12.9302 -24.1771 12.2395 -0.39
C 14.9118 -30.7131 19.5682 -0.44
C 15.8685 -31.1764 20.7532 -0.04
C 17.2359 -30.1164 10.6060 -0.08
C 29.2007 -24.8980 10.3303 -0.07
C 16.4434 -36.6126 14.9458 -0.16
C 21.2829 -22.5180 11.9809 -0.09
C 12.7740 -22.7653 11.6486 -0.15
C 11.4267 -30.1209 20.7347 -0.10
C 11.4532 -25.9300 27.5356 -0.20
C 25.2433 -19.9363 23.5480 -0.42
C 13.5107 -21.3384 9.8803 -0.13
C 21.5649 -37.7040 21.8769 -0.21
C 28.8534 -33.0218 16.2491 -0.07
C 12.6445 -21.4075 18.6856 -0.43
C 15.3573 -31.8110 10.7748 -0.20
C 24.7741 -21.2114 27.1434 -0.08
C 13.4128 -30.9043 19.7033 -0.23
C 9.8466 -26.0655 29.3758 -0.09
C 18.9118 -28.5613 27.6428 -0.18
C 18.6421 -26.6365 29.0530 -0.09
C 26.3300 -31.4471 8.6245 -0.44
C 20.0413 -29.5450 27.1168 -0.45
C 31.7013 -25.3675 14.4685 -0.13
C 25.6230 -20.3517 24.9739 -0.24
C 14.2866 -30.8583 12.6927 -0.12
C 19.0379 -36.2365 14.7280 -0.06
C 21.0757 -28.9403 26.1672 -0.06
C 20.7977 -28.1463 17.3457 -0.40
C 14.3709 -24.2453 12.7655 -0.10
C 16.0312 -19.3163 28.5585 -0.10
C 26.7787 -31.5345 7.1390 -0.18
C 13.0221 -25.5778 25.5534 -0.09
C 21.0233 -26.9605 18.3199 -0.18
C 21.3511 -36.3726 22.5871 -0.44
C 14.1021 -21.8788 18.8923 -0.06
C 20.5518 -39.8402 21.6730 -0.13
C 16.6734 -18.5768 26.3980 -0.20
C 22.0871 -28.9454 16.9761 -0.06
C 29.4969 -25.6672 11.6040 -0.44
C 22.6838 -22.9472 12.2497 -0.46
C 22.2010 -35.2176 21.9723 -0.06
C 25.1486 -22.0301 14.8568 -0.13
C 11.6892 -21.9704 19.8032 -0.21
C 33.6229 -31.6250 15.9740 -0.11
C 17.3003 -17.8990 24.0576 -0.08
C 26.5522 -19.7981 22.7060 -0.06
C 25.6342 -32.6886 9.1716 -0.07
C 20.1015 -25.6085 20.1073 -0.15
C 16.4417 -18.8682 24.8770 -0.42
C 17.8203 -37.1641 14.4393 -0.43
C 30.5499 -24.9650 12.4890 -0.20
H 25.1237 -17.8822 23.5651 0.06
H 13.1991 -20.5952 10.6143 0.08
H 15.2198 -24.4603 12.1165 0.08
H 11.0070 -29.2124 21.1665 0.09
H 14.6631 -21.5375 18.0223 0.08
H 12.8863 -23.4866 26.9939 0.06
H 23.2805 -35.3548 22.0343 0.07
H 15.2879 -19.9715 29.0127 0.08
H 22.7444 -23.1048 14.3991 0.12
H 13.5797 -24.9593 10.4895 0.06
H 14.5412 -21.5750 19.8425 0.08
H 13.4754 -30.1707 12.9320 0.09
H 17.0013 -19.5945 28.9704 0.08
H 19.1719 -30.5290 25.6035 0.07
H 18.4413 -28.0755 26.7880 0.12
H 21.9955 -24.6643 12.8286 0.07
H 26.2279 -22.1587 14.7749 0.09
H 24.8574 -21.0292 15.1755 0.09
H 14.6822 -23.3408 13.2880 0.07
H 33.6708 -31.9691 14.9409 0.08
H 12.1843 -21.7299 20.7440 0.12
H 29.1023 -33.7979 16.9728 0.07
H 14.1412 -22.9672 18.8471 0.07
H 31.4114 -24.8674 11.8285 0.12
H 23.3257 -22.5308 11.4734 0.14
H 20.8775 -25.7687 20.8558 0.08
H 19.1912 -36.2173 15.8070 0.07
H 20.3707 -24.6628 19.6368 0.09
H 23.8060 -21.5152 27.5415 0.08
H 32.7184 -25.4671 14.0892 0.09
H 24.8525 -22.8098 15.5585 0.09
H 21.2929 -21.5596 11.4618 0.08
H 12.2394 -24.4004 13.0526 0.14
H 25.1666 -20.5102 27.8800 0.08
H 12.3514 -25.9293 28.1531 0.12
H 19.2511 -25.8802 29.5481 0.08
H 24.9523 -33.1684 8.4695 0.08
H 17.9849 -38.2062 14.7133 0.12
H 27.3136 -30.6251 6.8651 0.12
H 18.4992 -37.9010 12.6164 0.07
H 18.0199 -26.1544 28.2990 0.08
H 14.4604 -19.2247 24.9901 0.06
H 10.0659 -20.4889 21.5492 0.09
H 21.3706 -40.4542 22.0479 0.08
H 17.0056 -16.8506 24.1015 0.07
H 27.1726 -20.6940 22.6814 0.07
H 9.6718 -22.2507 21.4879 0.08
H 19.9211 -28.5708 15.5459 0.06
H 15.6545 -30.6012 21.6540 0.07
H 14.6921 -17.7357 24.5490 0.07
H 26.2956 -19.6282 25.4347 0.13
H 28.5055 -26.3280 13.1537 0.06
H 25.7006 -29.5905 8.4288 0.07
H 31.4496 -33.3843 16.4310 0.11
H 16.5566 -17.5186 26.6317 0.12
H 27.1888 -19.0016 23.0911 0.07
H 17.4646 -38.4717 16.7052 0.07
H 10.9354 -30.4071 19.8047 0.08
H 16.3955 -37.8388 18.0885 0.09
H 18.7799 -35.2184 14.4365 0.07
H 13.2267 -31.9347 20.0061 0.12
H 22.5941 -29.3669 17.8441 0.07
H 18.6247 -32.1275 10.4291 0.07
H 28.7727 -23.9252 10.5720 0.08
H 25.1715 -32.5956 10.1541 0.08
H 26.9762 -33.3165 5.0208 0.08
H 19.9192 -36.5573 14.1726 0.07
H 28.5784 -25.4872 9.6566 0.08
H 11.7492 -22.5561 11.3417 0.12
H 21.8628 -29.6761 26.0023 0.08
H 15.2969 -31.2887 18.7265 0.12
H 17.2755 -18.0867 22.9842 0.07
H 12.9281 -26.6504 25.3833 0.07
H 25.3624 -22.1254 27.2244 0.08
H 9.3054 -26.9724 29.1064 0.08
H 24.9217 -30.3787 9.5733 0.07
H 15.6447 -32.2376 20.8624 0.07
H 13.2458 -25.1385 24.5813 0.07
H 13.3080 -19.6244 19.5186 0.07
H 23.9246 -18.6894 24.3419 0.06
H 15.6639 -37.2056 14.4673 0.11
H 29.9280 -31.6325 17.3575 0.13
H 30.2123 -30.1346 15.4375 0.07
H 19.6152 -40.3545 21.8884 0.09
H 22.7619 -28.4162 16.3033 0.08
H 27.8934 -24.9934 12.5656 0.06
H 26.3882 -33.4745 9.2146 0.07
H 21.4821 -37.3346 24.2948 0.07
H 8.5677 -21.0576 20.8311 0.08
H 22.6046 -38.0227 21.9520 0.13
H 18.1720 -29.0440 28.2814 0.12
H 28.6129 -33.8587 5.5810 0.09
H 26.1984 -19.5646 21.7018 0.08
H 13.8564 -31.7316 13.1830 0.09
H 14.3473 -20.9850 9.2776 0.08
H 20.0741 -31.4512 26.4237 0.08
H 27.8768 -32.6265 16.5288 0.08
H 19.2344 -27.4103 16.4314 0.06
H 27.2156 -31.1341 9.1777 0.13
H 15.7923 -18.2914 28.8424 0.08
H 31.4505 -24.3400 14.7321 0.09
H 28.2215 -32.1940 5.0284 0.08
H 16.7113 -29.3412 11.1645 0.07
H 20.6374 -22.4084 12.8523 0.08
H 15.1504 -31.9216 9.7103 0.13
H 21.4121 -37.3922 20.8437 0.12
H 17.8785 -36.4259 12.5340 0.06
H 18.2774 -29.8064 10.6923 0.08
H 15.1557 -30.5372 13.2668 0.09
H 28.9011 -33.5722 15.3095 0.07
H 22.8232 -36.7137 23.7744 0.06
H 22.0343 -34.2268 22.3947 0.07
H 20.8073 -23.2189 11.2949 0.08
H 12.7289 -21.4714 9.1324 0.08
H 23.5928 -24.7191 12.3758 0.07
H 21.8740 -29.8338 16.3816 0.06
H 21.4863 -28.0677 26.6751 0.07
H 16.9171 -30.0186 9.5682 0.09
H 30.2632 -23.9713 12.8331 0.13
H 9.0996 -25.4460 29.8720 0.08
H 30.1268 -24.6736 9.8011 0.07
H 31.6371 -32.6251 14.8884 0.12
H 22.7628 -21.4579 13.7458 0.12
H 16.4277 -35.5687 14.6323 0.12
H 15.1039 -32.7598 11.2476 0.12
H 19.2549 -25.4887 20.7832 0.09
H 25.8960 -31.5893 6.5018 0.12
H 21.9733 -35.1787 20.9071 0.07
H 21.8606 -27.1133 19.0008 0.12
H 12.1105 -21.6067 17.7565 0.13
H 13.1319 -22.0051 12.3430 0.11
H 34.1299 -32.3293 16.6336 0.09
H 13.9223 -25.4451 26.1535 0.07
H 31.5384 -26.0527 15.3004 0.10
H 18.3305 -17.9246 24.4129 0.07
H 10.8829 -25.2518 25.5379 0.13
H 17.7201 -18.7426 26.6530 0.11
H 29.8108 -26.6668 11.3037 0.14
H 17.5515 -32.2095 9.3028 0.07
H 10.5992 -26.2541 30.1414 0.08
H 11.3056 -23.3625 27.1821 0.05
H 13.2504 -26.1168 11.3590 0.07
H 11.1971 -30.9517 21.4020 0.08
H 20.7455 -39.7642 20.6030 0.09
H 14.4782 -25.0015 13.5432 0.07
H 26.2269 -21.2464 24.8220 0.12
H 11.5850 -23.0553 19.7844 0.12
H 18.0598 -27.1717 29.8031 0.08
H 20.6112 -29.9425 27.9567 0.14
H 17.1452 -31.6686 12.1044 0.13
H 29.2067 -31.0307 14.6553 0.07
H 15.7505 -38.6941 16.7194 0.08
H 21.3125 -26.0848 17.7387 0.12
H 12.9211 -30.8147 18.7347 0.12
H 16.7006 -19.8944 24.6160 0.14
H 34.1556 -30.6750 15.9312 0.08
H 11.2194 -26.9690 27.3035 0.12
H 20.0709 -28.7459 17.8936 0.13
H 16.0478 -29.0037 19.4310 0.07
H 20.3028 -36.0740 22.5906 0.14
H 20.6049 -28.6797 25.2193 0.08
H 24.5857 -20.7021 23.1368 0.13
H 11.7211 -19.8230 19.1618 0.06
H 14.4210 -28.7811 19.5826 0.07
H 16.8963 -30.9868 20.4437 0.06
```

Computed properties:
LUMO level: 0.009 Ha
E_HOMO: -8.68 eV

***

Result of the stability comparison: entry 1 is the most stable of them.